C6H10N | ωB97M-V with the def2-TZVPD basis set

Calculated values
Relative energy (zero: lowest compared OMol25 entry of this formula, charge and spin)   4.1168 eV
Kohn-Sham gap (spin up / spin down)   5.135 / 5.136 eV
Max |F|   6.3 eV/A
LUMO (spin up / spin down)   -7.39 / -7.39 eV
M   96.2 g/mol

Geometry as ORCA input:
```
! wB97M-V def2-TZVPD RIJCOSX def2/J DEFGRID3
* xyz 1 1
C 2.10 1.80 -2.50
C 1.29 0.84 -2.04
C -0.59 -0.69 0.85
C 0.48 1.12 -1.01
C -0.68 0.24 -0.34
C -1.50 -1.87 2.78
N -1.49 -1.06 1.67
H 2.58 1.67 -3.45
H 2.12 2.60 -1.82
H 1.12 0.00 -2.62
H 0.52 -0.82 1.20
H -1.44 1.00 -0.18
H 0.68 1.96 -0.39
H -0.87 -0.40 -1.21
H -2.54 -1.97 3.06
H -1.20 -2.91 2.50
H -0.59 -1.52 3.48
*
```

Quick look at the Löwdin charges, all values in e: 0.27 -0.10 -0.17 0.11 -0.08 -0.14 -0.05 0.12 0.09 0.11 0.15 0.13 0.13 0.12 0.08 0.10 0.14

=====

C18H56O18 | ωB97M-V with the def2-TZVPD basis set

Calculated values
Relative energy (zero: lowest compared OMol25 entry of this formula, charge and spin)   5.3939 eV
Kohn-Sham gap   9.664 eV
SMILES string   OCCO.OCCO.OCCO.OCCO.OCCO.OCCO.OCCO.OCCO.CO.CO
Max |F|   3.4 eV/A
LUMO   -0.16 eV
M   560.6 g/mol

Geometry as ORCA input:
```
! wB97M-V def2-TZVPD RIJCOSX def2/J DEFGRID3
* xyz 0 1
O 15.25 -5.28 13.03
C 15.28 -6.49 12.35
C 15.93 -7.56 13.28
O 17.31 -7.52 13.29
H 14.64 -4.86 12.41
H 14.26 -6.78 12.08
H 15.75 -6.42 11.37
H 15.54 -8.55 13.04
H 15.49 -7.27 14.23
H 17.63 -6.64 13.54
O 25.58 -4.88 1.86
C 26.05 -4.18 2.96
C 27.53 -4.08 2.97
O 27.98 -3.46 1.82
H 26.21 -4.42 1.30
H 25.67 -3.16 2.84
H 25.83 -4.61 3.94
H 27.96 -5.08 3.02
H 27.75 -3.50 3.86
H 28.90 -3.67 1.68
O 18.34 -4.90 6.12
C 19.47 -5.18 5.38
C 19.50 -6.51 4.73
O 18.36 -6.63 3.81
H 18.01 -4.06 5.80
H 19.69 -4.45 4.60
H 20.37 -5.17 5.99
H 19.40 -7.39 5.36
H 20.44 -6.63 4.19
H 17.57 -6.68 4.35
O 19.42 3.29 12.63
C 18.65 3.03 11.43
C 18.28 1.48 11.36
O 19.49 0.62 11.31
H 20.06 2.58 12.55
H 17.71 3.57 11.56
H 19.09 3.43 10.51
H 17.58 1.27 10.54
H 17.86 1.26 12.34
H 19.80 0.72 10.41
O 19.09 -3.72 15.31
C 18.71 -3.23 16.53
C 17.75 -4.12 17.37
O 16.41 -4.03 17.07
H 18.88 -3.08 14.63
H 19.56 -2.99 17.17
H 18.13 -2.31 16.51
H 17.86 -3.90 18.43
H 18.06 -5.16 17.24
H 16.38 -4.08 16.12
O 24.28 -9.18 19.29
C 23.11 -9.03 18.56
C 23.17 -7.57 18.15
O 22.81 -6.64 19.10
H 24.23 -9.92 19.91
H 23.09 -9.76 17.76
H 22.20 -9.09 19.16
H 22.54 -7.39 17.28
H 24.18 -7.32 17.83
H 23.67 -6.57 19.54
O 27.39 -9.43 9.02
C 28.36 -9.31 7.97
C 29.75 -9.40 8.70
O 30.05 -10.62 9.30
H 27.20 -8.53 9.29
H 28.26 -10.25 7.43
H 28.19 -8.40 7.39
H 30.02 -8.64 9.43
H 30.50 -9.25 7.93
H 31.00 -10.68 9.42
O 30.06 -4.31 12.74
C 30.77 -3.47 13.54
C 31.91 -4.17 14.24
O 32.49 -4.99 13.29
H 29.55 -3.78 12.12
H 31.15 -2.68 12.90
H 30.18 -3.04 14.35
H 31.62 -4.75 15.11
H 32.69 -3.53 14.66
H 31.80 -5.54 12.90
C 23.05 -5.14 10.79
O 23.87 -4.82 9.66
H 22.58 -6.12 10.72
H 23.58 -4.99 11.73
H 22.31 -4.34 10.69
H 23.70 -3.94 9.31
C 24.84 0.60 13.45
O 25.80 0.39 12.47
H 24.43 1.58 13.21
H 24.18 -0.25 13.56
H 25.37 0.76 14.39
H 25.42 0.58 11.61
*
```

Quick look at the Löwdin charges, all values in e: -0.06 -0.27 -0.26 -0.04 0.08 0.11 0.12 0.12 0.11 0.09 -0.03 -0.29 -0.30 -0.04 0.07 0.12 0.13 0.13 0.12 0.10 -0.03 -0.32 -0.21 -0.09 0.10 0.13 0.11 0.12 0.12 0.07 -0.07 -0.22 -0.18 -0.10 0.06 0.11 0.11 0.11 0.11 0.07 -0.04 -0.28 -0.27 -0.05 0.09 0.11 0.12 0.12 0.11 0.08 -0.06 -0.26 -0.31 -0.03 0.09 0.12 0.12 0.12 0.12 0.09 -0.08 -0.19 -0.28 -0.06 0.08 0.12 0.12 0.11 0.10 0.09 -0.04 -0.30 -0.26 -0.06 0.10 0.12 0.12 0.11 0.12 0.08 -0.15 -0.14 0.08 0.07 0.07 0.07 -0.18 -0.13 0.08 0.08 0.08 0.07

=====

C40H39BrN3OPPbS2 | ωB97M-V with the def2-TZVPD basis set

Calculated values
Relative energy (zero: lowest compared OMol25 entry of this formula, charge and spin)   3.0172 eV
Kohn-Sham gap (spin up / spin down)   5.162 / 6.935 eV
Max |F|   3.9 eV/A
LUMO (spin up / spin down)   2.13 / 2.13 eV
<S²>   0.778
M   960.0 g/mol

Geometry as ORCA input:
```
! wB97M-V def2-TZVPD RIJCOSX def2/J DEFGRID3
* xyz -1 2
Pb 12.26 12.78 11.99
N 13.60 19.12 20.39
C 13.54 18.50 19.42
C 13.43 17.58 18.27
C 14.55 16.94 17.73
C 14.47 16.14 16.61
C 13.24 16.02 15.99
C 12.08 16.71 16.53
C 12.16 17.33 17.72
C 13.04 15.06 14.81
C 12.29 13.85 15.16
C 11.93 13.49 16.40
C 11.16 12.29 16.26
C 11.18 11.99 14.94
N 11.82 12.97 14.22
C 13.39 15.51 13.55
C 13.97 16.81 13.18
C 14.07 16.85 11.78
C 13.57 15.64 11.31
N 13.21 14.86 12.35
H 15.51 17.15 18.15
H 15.33 15.66 16.20
H 11.19 16.42 16.09
H 11.29 17.78 18.16
H 12.13 13.96 17.30
H 10.78 11.72 17.10
H 10.67 11.17 14.49
H 14.42 17.58 13.86
H 14.33 17.75 11.25
H 13.48 15.36 10.33
Br 15.92 13.23 12.24
C 16.14 11.33 12.41
C 17.40 10.92 12.57
C 17.67 9.61 12.81
C 16.66 8.72 12.92
C 15.36 9.13 12.86
C 14.29 8.23 13.04
C 12.98 8.54 12.83
C 12.69 9.91 12.42
C 13.61 10.87 12.36
C 15.00 10.49 12.60
H 18.20 11.65 12.52
H 18.70 9.32 12.82
H 16.81 7.62 13.22
H 14.56 7.23 13.30
H 12.20 7.83 12.97
H 11.65 10.10 12.26
C 11.14 13.35 6.92
S 10.71 12.12 8.25
O 9.76 11.15 7.65
C 12.27 11.17 8.32
C 12.10 9.81 8.10
C 13.20 8.94 8.32
C 14.37 9.48 8.67
C 14.52 10.86 8.89
C 13.48 11.74 8.67
H 11.49 12.89 6.00
H 11.86 14.00 7.42
H 10.13 13.89 6.78
H 11.15 9.34 7.74
H 13.07 7.89 8.10
H 15.27 8.89 8.73
H 15.52 11.27 9.17
H 13.59 12.82 8.78
C 7.91 11.40 10.79
C 8.99 10.94 11.76
P 8.98 9.11 12.18
C 9.01 8.39 10.46
C 10.01 7.22 10.42
C 7.24 8.95 12.80
C 7.07 7.64 13.61
H 7.90 12.46 10.67
H 6.89 11.15 11.21
H 8.00 11.00 9.82
H 8.97 11.52 12.67
H 10.02 11.11 11.43
H 9.35 9.19 9.81
H 8.05 8.05 10.16
H 11.03 7.56 10.66
H 9.87 6.65 9.48
H 9.75 6.51 11.17
H 6.60 8.96 11.87
H 6.90 9.73 13.51
H 7.13 6.71 13.02
H 6.13 7.53 14.17
H 7.80 7.52 14.45
S 10.73 16.59 12.19
C 9.32 16.11 12.28
*
```

Quick look at the Löwdin charges, all values in e: 1.22 0.12 -0.18 -0.22 -0.04 -0.02 -0.14 -0.01 -0.05 -0.08 -0.31 -0.07 -0.10 -0.21 -0.11 -0.36 -0.07 -0.15 -0.33 -0.25 0.11 0.12 0.10 0.11 0.08 0.08 0.07 0.11 0.08 0.06 0.80 -0.59 -0.18 -0.11 -0.06 -0.20 -0.06 -0.05 -0.21 -0.28 -0.19 0.09 0.10 0.14 0.10 0.08 0.00 -0.23 0.86 -0.56 -0.39 -0.07 -0.08 -0.10 -0.07 -0.12 0.05 0.03 0.08 0.12 0.11 0.10 0.12 0.10 -0.15 -0.44 0.97 -0.39 -0.18 -0.44 -0.21 0.06 0.08 0.03 0.06 -0.03 0.05 0.06 0.06 0.07 0.03 0.08 0.08 0.06 0.05 0.06 0.72 -0.59

=====

C19H25N2O2P2Pd | ωB97M-V with the def2-TZVPD basis set

Calculated values
Relative energy (zero: lowest compared OMol25 entry of this formula, charge and spin)   1.3633 eV
Kohn-Sham gap (spin up / spin down)   7.359 / 7.359 eV
Max |F|   1.5 eV/A
LUMO (spin up / spin down)   -3.68 / -3.68 eV
M   481.8 g/mol

Geometry as ORCA input:
```
! wB97M-V def2-TZVPD RIJCOSX def2/J DEFGRID3
* xyz 1 1
Pd 0.80 -0.14 -0.70
C 0.33 0.62 2.90
P 0.62 -0.68 1.66
C 1.99 -1.62 2.41
C -0.81 -1.81 1.82
C -1.36 -2.14 3.06
C -2.43 -3.02 3.14
C -2.96 -3.57 1.98
C -2.42 -3.26 0.75
C -1.36 -2.37 0.66
P -0.55 -1.94 -0.91
C -1.85 -1.95 -2.18
C 0.48 -3.38 -1.34
H 0.22 0.19 3.90
H -0.57 1.18 2.64
H 1.18 1.30 2.90
H 1.72 -2.01 3.39
H 2.85 -0.95 2.51
H 2.27 -2.44 1.75
H -0.94 -1.71 3.96
H -2.86 -3.26 4.10
H -3.80 -4.26 2.05
H -2.84 -3.70 -0.15
H -2.27 -2.95 -2.28
H -1.40 -1.68 -3.14
H -2.63 -1.25 -1.91
H -0.08 -4.31 -1.24
H 1.35 -3.40 -0.67
H 0.85 -3.27 -2.36
C 4.55 0.82 -1.79
C 3.19 0.37 -1.35
O 2.35 1.24 -0.99
O 2.89 -0.84 -1.34
H 4.61 1.90 -1.73
H 4.73 0.48 -2.81
H 5.30 0.36 -1.14
N -1.78 2.87 -2.73
C -1.39 1.58 -2.58
N -0.61 1.43 -1.55
C -0.44 2.70 -0.99
C 0.32 3.12 0.10
C 0.28 4.46 0.43
C -0.50 5.36 -0.31
C -1.24 4.97 -1.40
C -1.20 3.62 -1.73
H -2.38 3.21 -3.46
H -1.70 0.80 -3.26
H 0.96 2.42 0.62
H 0.86 4.83 1.26
H -0.51 6.41 -0.01
H -1.83 5.67 -1.98
*
```

Quick look at the Löwdin charges, all values in e: 0.64 -0.24 0.87 -0.23 -0.37 -0.07 -0.05 -0.05 -0.07 -0.37 0.82 -0.23 -0.21 0.04 0.05 0.05 0.05 0.06 0.04 0.11 0.12 0.12 0.11 0.05 0.05 0.06 0.06 0.04 0.06 0.01 -0.72 -0.12 -0.07 0.08 0.09 0.09 0.13 -0.15 0.03 -0.22 -0.04 -0.07 -0.07 -0.01 -0.18 0.17 0.12 0.07 0.11 0.11 0.12